Record 1
The following is a quantum chemistry calculation of 15 unconnected molecules or ions with the total composition C75H191N11O26, from the Open Molecules 2025 dataset.

The calculation puts the HOMO energy at -0.306 hartree. As for the energy: -5530.03451 hartree. The value obtained for the energy above the lowest of the compared OMol25 structures with the same formula, charge and spin is 0.0 kJ/mol. As for the molecular weight: 1663.40 g/mol. The calculation puts the max |F| at 5.033 eV/Å. As for the orbital gap: 8.9 eV.

Geometry as XYZ:
```
303
C75H191N11O26 (ωB97M-V with the def2-TZVPD basis set)
O 0.67132 1.17626 -5.34261
H 1.56292 0.95909 -5.03416
H 0.54262 2.04846 -5.49685
C -0.90505 -6.23156 -8.90552
O -0.37849 -5.56606 -7.76663
C -0.07658 -4.18328 -7.95915
C 0.66661 -3.66961 -6.66864
N -0.27478 -3.46231 -5.53677
C 0.17038 -2.38471 -4.60123
C 1.47598 -2.62628 -3.83992
O 1.47590 -3.81764 -2.98904
C 0.83976 -3.58015 -1.72100
H -1.75354 -5.67685 -9.35039
H -1.23279 -7.21806 -8.63833
H -0.15459 -6.21712 -9.77138
H -1.05104 -3.66456 -8.11893
H 0.48084 -3.99597 -8.90821
H 1.32727 -2.81843 -6.79169
H 1.41426 -4.45853 -6.44825
H -0.34998 -4.25927 -4.97482
H -0.64707 -2.31231 -3.85134
H 0.20255 -1.40197 -5.08294
H 1.70634 -1.79761 -3.15058
H 2.37516 -2.77448 -4.47910
H -0.21837 -3.23057 -1.77339
H 1.39077 -2.83210 -1.11031
H 0.93287 -4.60150 -1.32740
C -5.43968 6.61759 -0.68563
O -5.82539 5.52496 0.14093
C -7.01223 4.97028 -0.40084
C -7.34147 3.71394 0.34808
N -6.18780 2.74231 0.24354
C -6.41887 1.57570 1.11965
C -5.10815 0.69903 1.01062
O -4.00074 1.37076 1.60395
C -2.87277 0.62042 1.19222
H -6.28538 7.25627 -0.76300
H -5.24668 6.16225 -1.66708
H -4.64175 7.12374 -0.13785
H -6.84907 4.82176 -1.47257
H -7.89864 5.57848 -0.39149
H -8.24131 3.28197 -0.07700
H -7.53705 3.88985 1.42335
H -5.30983 3.24257 0.49572
H -7.17380 1.02517 0.64677
H -6.77683 1.71898 2.15945
H -4.87399 0.75376 -0.04651
H -5.29550 -0.26093 1.51966
H -2.92804 -0.32316 1.77686
H -1.87738 1.10845 1.25770
H -3.01471 0.28844 0.10973
C 1.77963 4.50985 -0.33015
O 1.80361 4.46208 -1.76923
C 1.95369 5.73555 -2.41602
C 1.86253 5.47647 -3.87478
N 0.49356 5.14225 -4.22375
C 0.18440 5.24128 -5.63456
C -1.22505 4.66398 -5.99696
O -1.17343 3.27407 -5.77059
C -2.24946 2.41869 -6.06825
H 2.66598 4.94792 0.06464
H 1.53488 3.50535 -0.01515
H 0.96219 5.21135 -0.09931
H 2.85042 6.24739 -2.12401
H 1.14291 6.32685 -2.00812
H 2.62797 4.74942 -4.21756
H 2.06785 6.41375 -4.44953
H 0.26596 4.20482 -3.80284
H 0.88371 4.71732 -6.29768
H 0.34379 6.28704 -5.97077
H -1.47151 4.81845 -7.06735
H -1.91763 5.11362 -5.34633
H -3.21900 3.02303 -6.23975
H -2.46355 1.81777 -5.20037
H -2.09133 1.77556 -6.94081
C -2.83951 4.37496 5.05934
O -2.39734 5.36742 4.22038
C -2.66406 5.10748 2.85167
C -1.66151 5.77729 1.96679
N -1.68568 5.44130 0.56301
C -1.84861 4.07691 0.04887
C -1.82556 4.03112 -1.47843
O -2.84420 4.61747 -2.16549
C -3.83130 3.76656 -2.58153
H -3.94421 4.39710 5.15903
H -2.37654 4.50245 6.03027
H -2.63669 3.39203 4.73277
H -3.71158 5.39773 2.58709
H -2.52909 4.02057 2.68629
H -0.68870 5.54834 2.41395
H -1.67667 6.87113 1.95850
H -2.45604 5.94470 0.15210
H -2.74508 3.55166 0.48426
H -1.01302 3.39988 0.37667
H -1.73152 2.92972 -1.64662
H -0.88413 4.50841 -1.76888
H -3.49834 3.02015 -3.31113
H -4.56446 4.48820 -2.97139
H -4.35079 3.25699 -1.77762
C 5.89563 -1.04634 -0.15423
O 5.64814 -2.40576 0.11083
C 4.62159 -2.87552 -0.74624
C 4.23850 -4.34679 -0.28805
N 5.48984 -5.11962 -0.02336
C 5.17213 -6.28374 0.72884
C 6.37052 -7.07631 1.09387
O 7.17615 -6.16528 1.81874
C 8.55475 -6.59219 1.91511
H 5.17142 -0.42654 0.38505
H 5.65645 -0.72543 -1.14570
H 6.87050 -0.85746 0.16534
H 5.00346 -2.77757 -1.73786
H 3.76316 -2.23259 -0.74527
H 3.67383 -4.83835 -1.07874
H 3.52094 -4.27518 0.58499
H 6.20059 -4.54016 0.40329
H 4.47360 -6.92561 0.15835
H 4.76639 -6.04363 1.72371
H 6.93630 -7.35931 0.22485
H 6.10002 -8.01933 1.63354
H 8.74838 -7.41865 2.61470
H 9.19351 -5.76273 2.31446
H 9.01259 -6.79751 0.99959
C -7.67912 -7.45635 -2.66990
O -7.85746 -7.08331 -4.03820
C -7.38568 -5.80117 -4.38090
C -5.88143 -5.69900 -4.30163
N -5.42048 -5.06301 -3.10022
C -4.00860 -4.75772 -3.24167
C -3.41912 -3.72159 -2.25921
O -3.74149 -4.00965 -0.94248
C -3.17350 -3.06920 -0.12550
H -6.68958 -7.22781 -2.27319
H -7.82372 -8.48367 -2.61443
H -8.41418 -6.98787 -1.98972
H -7.77553 -5.09745 -3.60984
H -7.77902 -5.61912 -5.40307
H -5.53653 -5.09824 -5.14542
H -5.32104 -6.63604 -4.38848
H -5.89293 -4.13926 -3.05851
H -3.91889 -4.25410 -4.19468
H -3.46745 -5.71530 -3.25147
H -3.78746 -2.77018 -2.46908
H -2.38370 -3.80937 -2.52211
H -3.25987 -1.97402 -0.33070
H -2.07248 -3.21144 -0.09865
H -3.51628 -3.26485 0.85009
C 7.83580 -4.20927 4.98793
O 6.43359 -3.91881 4.89488
C 6.09476 -3.14449 3.72784
C 4.78810 -2.50610 3.99771
N 4.84518 -1.50481 5.03144
C 3.73735 -0.59191 5.04142
C 3.69671 0.23511 6.26135
O 3.66707 -0.69227 7.33663
C 3.93997 -0.21224 8.63902
H 8.04930 -4.81236 5.82271
H 8.37284 -3.24459 5.09310
H 8.17097 -4.67497 4.07693
H 5.97478 -3.86748 2.91665
H 6.83960 -2.35921 3.42861
H 4.06260 -3.23831 4.35872
H 4.49886 -2.09401 3.02116
H 4.95198 -1.93525 5.94633
H 2.79092 -1.13680 4.89402
H 3.82090 0.13115 4.20945
H 2.92440 0.97607 6.33250
H 4.74818 0.78587 6.27162
H 4.14420 -1.15490 9.11219
H 3.09156 0.21001 9.05417
H 4.77333 0.44958 8.75886
C -0.42376 -2.00106 6.11829
O -1.13597 -1.08571 6.91610
C -0.89616 -1.35548 8.26673
C -1.94616 -0.63444 9.07773
N -3.20057 -1.11622 8.67060
C -4.39755 -0.60383 9.27126
C -4.78525 0.84285 8.94873
O -4.77112 1.02336 7.54943
C -4.54186 2.35502 7.15137
H -0.82446 -1.90212 5.05204
H -0.53714 -3.07897 6.33522
H 0.67395 -1.75258 5.99809
H 0.12589 -0.95688 8.47453
H -0.97277 -2.41716 8.47844
H -1.86368 0.45888 9.08111
H -1.72112 -0.95165 10.10144
H -3.26089 -1.35121 7.71614
H -4.43701 -0.73199 10.35743
H -5.17316 -1.23609 8.84439
H -4.16008 1.64159 9.41491
H -5.81324 1.02800 9.36761
H -3.55661 2.68467 7.48397
H -5.16603 3.13201 7.58045
H -4.49895 2.27599 6.08371
C 5.97344 1.36577 3.30609
O 4.85071 2.14675 3.01207
C 5.14788 3.55365 3.10182
C 3.82919 4.26276 3.29408
N 3.29299 4.15430 4.64694
C 2.16662 5.10476 4.89316
C 1.69275 4.82737 6.34170
O 1.35250 3.46649 6.35506
C 0.52588 3.09569 7.43423
H 6.65782 1.45641 2.43908
H 5.74316 0.35177 3.53300
H 6.46764 1.76284 4.18934
H 5.57049 3.93473 2.19886
H 5.80959 3.75554 3.89439
H 3.14294 3.97625 2.45300
H 4.17480 5.32793 3.11653
H 3.04062 3.19678 4.82302
H 1.36885 5.00631 4.12051
H 2.57107 6.09242 4.85050
H 0.76139 5.49126 6.45231
H 2.50502 4.99749 7.03412
H 0.97711 3.42955 8.34642
H 0.25477 2.04942 7.33775
H -0.47884 3.58664 7.30463
C -0.96901 1.19921 4.23643
O -0.15095 0.56217 3.21875
C 0.98682 1.34339 3.02561
C 1.84418 0.70954 1.86372
N 1.00082 0.67320 0.61588
C 1.63860 0.39654 -0.66136
C 0.61496 0.49835 -1.79121
O -0.46416 -0.31463 -1.49443
C -1.57714 -0.07854 -2.37328
H -1.93046 1.36514 3.74196
H -0.48390 2.12132 4.63715
H -1.08773 0.57817 5.15984
H 1.58409 1.45548 3.89133
H 0.69458 2.38994 2.67140
H 2.33103 -0.28316 2.20795
H 2.73527 1.34439 1.68522
H 0.14036 0.08579 0.74285
H 1.95387 -0.68290 -0.71475
H 2.42966 1.07255 -0.79395
H 1.07520 0.23492 -2.74148
H 0.30278 1.57808 -1.89889
H -2.26349 -0.89081 -2.21559
H -1.16586 -0.12982 -3.40240
H -1.94055 0.93690 -2.15472
C 4.67433 -3.42394 -4.29986
O 4.55930 -2.12571 -3.71834
C 4.83404 -1.15364 -4.80040
C 4.97092 0.23380 -4.20310
N 3.64849 0.64222 -3.64823
C 3.67552 2.02787 -3.35192
C 4.80709 2.61638 -2.59148
O 4.80523 2.08061 -1.32024
C 5.82090 2.44617 -0.39202
H 5.74265 -3.60074 -4.54220
H 4.10548 -3.62465 -5.21635
H 4.39832 -4.07039 -3.48318
H 5.76842 -1.38075 -5.26119
H 4.05430 -1.27308 -5.60030
H 5.88774 0.32124 -3.57806
H 5.08178 0.95195 -5.06268
H 3.42512 0.06050 -2.79339
H 3.53360 2.53563 -4.31446
H 2.76217 2.20999 -2.76637
H 5.80968 2.45821 -3.10081
H 4.68958 3.68921 -2.54364
H 5.51759 2.05438 0.57141
H 5.86183 3.59284 -0.23906
H 6.77716 2.04998 -0.64943
C 1.23880 -3.62084 2.67710
C -0.06108 -3.50224 1.93829
C -1.00784 -4.77711 2.03453
O -0.85608 -2.39028 2.45135
H 1.17397 -3.73131 3.72758
H 1.96262 -2.76765 2.54688
H 1.78759 -4.47805 2.26061
H 0.16670 -3.31568 0.87784
H -0.55521 -5.59704 1.43613
H -1.95876 -4.53526 1.59726
H -1.15709 -5.07752 3.05773
H -0.32843 -1.65091 2.75679
C -8.50837 1.32669 -3.89553
C -7.96222 1.38566 -2.45435
C -8.27669 0.02654 -1.82785
O -6.54966 1.53749 -2.47863
H -9.60844 1.50902 -3.95119
H -8.31787 0.38634 -4.36746
H -8.08276 2.17787 -4.42851
H -8.51193 2.19776 -1.91883
H -7.98003 -0.80819 -2.46619
H -9.34678 -0.12160 -1.65494
H -7.76739 -0.10256 -0.87583
H -6.28804 2.01718 -1.68420
C 1.41322 0.44553 -9.14929
C -0.02730 0.18691 -8.80265
C -0.76049 -0.72149 -9.75982
O -0.16686 -0.47149 -7.51542
H 1.98871 -0.45933 -9.45514
H 1.93643 1.06050 -8.38965
H 1.43109 1.01391 -10.09321
H -0.54858 1.10021 -8.76900
H -1.70973 -1.08083 -9.32448
H -0.18895 -1.59059 -9.98023
H -0.92827 -0.27442 -10.79648
H 0.18135 0.15187 -6.86274
```



Record 2
The following is a quantum chemistry calculation of a molecular structure, C19H64Ca2O31P4S2, from the Open Molecules 2025 dataset.

The calculation puts the HOMO energy at -0.332 hartree. As for the energy: -6612.45676 hartree. As for the molecular weight: 1056.88 g/mol. The calculation puts the max |F| at 4.729 eV/Å. As for the orbital gap: 9.3 eV.

Geometry as XYZ:
```
122
C19H64Ca2O31P4S2 (ωB97M-V with the def2-TZVPD basis set)
Ca 1.02886 0.02900 0.29109
Ca -2.47735 1.56679 -0.88783
S 0.36965 1.83308 -1.83254
O 1.15541 2.88020 -2.41537
O -0.00858 2.02479 -0.44706
O -0.89950 1.66957 -2.47325
O 1.04999 0.54748 -1.93732
S -1.71981 -0.10367 1.36350
O -2.32860 -1.27024 1.91375
O -1.25164 -0.22980 0.00959
O -2.63479 1.01306 1.22535
O -0.48034 0.18953 2.02743
C 4.43448 -1.10677 -0.51557
O 3.23341 -0.44074 -0.61201
H 5.02682 -0.87668 0.37004
H 4.38083 -2.18943 -0.40131
H 4.93904 -0.92732 -1.46495
H 3.05733 -0.40054 -1.55486
C 3.61270 0.85643 -4.12866
O 2.91858 -0.25275 -3.57444
H 2.96154 1.51310 -4.70563
H 4.13998 1.44020 -3.37415
H 4.44201 0.49508 -4.73675
H 2.15259 0.12595 -3.13690
C -2.29310 3.63999 2.93523
O -3.40355 2.80756 3.01791
H -1.68836 3.57570 3.83980
H -1.68589 3.39368 2.06417
H -2.58653 4.68612 2.84790
H -3.28749 2.09513 2.38499
C 1.75520 2.78846 2.22676
O 2.27346 1.76172 1.39306
H 1.74951 2.37943 3.23709
H 2.28955 3.73791 2.19336
H 0.70665 2.96748 1.98885
H 3.22527 1.84053 1.49012
C -1.27142 0.15162 5.18525
O -0.11993 0.63456 4.56259
H -1.33473 0.45378 6.23062
H -2.10580 0.62125 4.66432
H -1.30406 -0.93786 5.17666
H -0.14272 0.30213 3.66228
C -2.07733 -3.89964 0.21266
O -2.52396 -3.83040 1.51966
H -1.22032 -4.56865 0.13478
H -2.86782 -4.33783 -0.39662
H -1.87671 -2.89517 -0.15999
H -2.39254 -2.91828 1.78864
C 4.11476 3.40032 -1.01848
O 2.90744 4.14386 -0.90534
H 4.88206 3.94398 -1.56966
H 4.53830 3.27606 -0.02184
H 3.92060 2.40752 -1.42437
H 2.26328 3.70095 -1.46257
C 0.09479 -3.14806 3.40034
O 1.44879 -3.39806 3.15607
P 2.45316 -2.15834 3.02811
O 2.06329 -1.20892 1.91162
O 2.56568 -1.60496 4.55361
C 3.25806 -0.36170 4.73976
O 3.86953 -2.91965 2.74392
C 4.46165 -3.77854 3.73484
H -0.06857 -3.39402 4.44959
H -0.53174 -3.76388 2.75512
H -0.23683 -2.11514 3.29447
H 2.61683 0.43220 5.12270
H 3.83822 -0.01063 3.88639
H 4.01367 -0.42587 5.52274
H 5.33118 -3.32082 4.20654
H 4.82913 -4.69239 3.26802
H 3.80234 -3.96635 4.58227
C -0.41409 -2.19624 -3.16681
O -0.07461 -3.36299 -2.46471
P 1.14442 -3.29981 -1.40646
O 1.02906 -2.14905 -0.44039
O 1.26840 -4.78279 -0.77586
C 2.28594 -5.05329 0.15268
O 2.40751 -3.22808 -2.39423
C 2.56331 -4.13338 -3.47379
H -1.10219 -1.61245 -2.55541
H -0.89368 -2.47275 -4.10576
H 0.42118 -1.51582 -3.33250
H 1.78201 -5.05440 1.11920
H 3.05034 -4.27991 0.22802
H 2.82643 -5.97286 -0.07174
H 1.90293 -4.99827 -3.53676
H 3.57205 -4.54444 -3.43418
H 2.39930 -3.56164 -4.38719
C -5.32867 -2.35203 -0.06878
O -5.56810 -1.90704 -1.40107
P -4.25712 -1.45524 -2.32572
O -3.45493 -0.30413 -1.81635
O -3.43985 -2.85142 -2.41208
C -4.06220 -3.91421 -3.08554
O -4.83841 -1.22707 -3.78415
C -3.98780 -0.77670 -4.82313
H -5.98693 -1.74715 0.55484
H -4.32746 -2.14568 0.30953
H -5.62437 -3.40084 -0.04306
H -5.06144 -3.74300 -3.48591
H -4.10671 -4.65810 -2.29008
H -3.45367 -4.27769 -3.91360
H -4.07961 0.29357 -5.00804
H -4.11602 -1.23241 -5.80496
H -2.94548 -0.93709 -4.54757
C -0.15250 5.52202 0.57191
O -1.28373 6.20592 0.08962
P -2.30748 5.38838 -0.92487
O -2.33132 3.88812 -0.77284
O -1.81493 5.86275 -2.41110
C -0.55807 5.60047 -2.99403
O -3.72725 6.13031 -0.60867
C -4.51092 5.93420 0.55885
H -0.06124 5.72974 1.63804
H 0.70053 5.94806 0.04377
H -0.19929 4.43917 0.45636
H 0.17477 5.27573 -2.25540
H -0.17979 6.54425 -3.38679
H -0.56574 4.93498 -3.85726
H -4.32862 6.75068 1.25757
H -4.16913 5.04005 1.08018
H -5.57048 5.78639 0.35008
```



Record 3
The following is a quantum chemistry calculation of 2 unconnected molecules or ions with the total composition C7H9N2O3S, from the Open Molecules 2025 dataset.

The calculation puts the HOMO energy at -0.188 hartree. As for the energy: -1005.57035 hartree. The value obtained for the energy above the lowest of the compared OMol25 structures with the same formula, charge and spin is 112.9 kJ/mol. As for the molecular weight: 201.23 g/mol. As for the total charge: -1. The calculation puts the max |F| at 3.778 eV/Å. As for the orbital gap: 8.3 eV.

Geometry as XYZ:
```
22
C7H9N2O3S (ωB97M-V with the def2-TZVPD basis set)
C -2.90864 1.05008 0.00065
C 0.72442 -0.16476 0.17568
C 3.18202 0.10201 0.28715
C -2.00741 -1.16153 0.30085
C -3.07856 1.61437 1.42204
C 0.37837 -0.15677 -1.40599
C 3.31943 -1.16114 -0.49033
N -2.78367 -0.29654 -0.06711
N 1.87847 0.14630 0.65823
O -2.73054 1.81163 -0.93088
O -0.29168 -0.34505 0.91520
O 4.04338 0.88850 0.68664
S -1.67199 -2.71879 0.27302
H -3.48859 2.63257 1.41109
H -3.60257 1.04091 2.15613
H -2.10486 1.41265 1.89264
H -0.61471 0.37643 -1.50290
H 0.46955 -1.18751 -1.91601
H 1.19416 0.50799 -1.75064
H 3.21249 -2.01698 0.16607
H 2.50168 -1.25493 -1.32440
H 4.37925 -1.11946 -0.95712
```